Record 1
A molecular structure, C3H11AlINP, computed with ωB97M-V/def2-TZVPD.

Computed properties:
- E_HOMO (hartree) = -0.1606
- lowest unoccupied orbital energy (eV) = 2.6
- total charge = -1

The geometry in XYZ format:
```
18
Properties=species:S:1:pos:R:3:nbo_charge:R:1
P -2.185 1.863 0.187 0.70
H 0.980 0.468 1.876 0.21
H -2.814 0.480 -1.326 0.35
H 1.917 -1.735 1.437 0.18
C 0.616 -0.057 0.989 -0.94
C 1.639 -1.117 0.577 -0.43
H 1.049 2.606 -0.442 -0.39
H -2.471 3.254 0.162 -0.11
H -2.364 1.698 1.586 -0.10
C 1.086 -2.055 -0.495 -0.47
H 2.551 -0.637 0.224 0.20
H -0.002 0.620 -1.875 -0.39
I 2.441 -2.435 -2.111 0.00
Al 0.083 1.305 -0.414 0.91
N -3.298 1.017 -0.616 -1.35
H -0.305 -0.568 1.300 0.20
H 0.889 -3.049 -0.107 0.21
H 0.186 -1.658 -0.952 0.24
```


Record 2
A gas-phase ion, C3H11FNP2 (charge +1) in a non-equilibrium geometry, computed with ωB97M-V/def2-TZVPD.

Computed properties:
- E_HOMO (hartree) = -0.4936
- lowest unoccupied orbital energy (eV) = -3.7
- total charge = +1
- structure (SMILES) = C[C@@H]([NH3+])C(F)(P)P

The geometry in XYZ format:
```
18
Properties=species:S:1:pos:R:3:nbo_charge:R:1
H 0.670 1.484 -1.331 0.23
H 1.497 -1.182 -1.215 0.46
H -0.211 0.531 -2.453 0.20
N 0.413 -1.351 -1.177 -0.67
C -0.242 0.962 -1.524 -0.60
C -0.396 -0.295 -0.605 -0.12
H -0.819 0.769 2.918 0.00
H 1.316 1.176 2.531 0.02
H -2.142 -0.423 1.792 -0.01
H -1.432 -0.580 -0.679 0.23
P -1.502 0.773 1.686 0.34
H 0.209 -1.462 -2.154 0.43
F -0.087 -1.544 1.384 -0.39
H 0.366 -2.312 -0.885 0.46
H -0.946 1.741 -1.346 0.27
C -0.096 -0.249 0.910 -0.10
P 1.683 0.372 1.464 0.27
H 1.719 1.590 0.685 -0.01
```


Record 3
2 unconnected molecules or ions with the total composition C3H11IN3 in a non-equilibrium geometry, computed with ωB97M-V/def2-TZVPD.

Computed properties:
- E_HOMO (hartree) = -0.4709
- lowest unoccupied orbital energy (eV) = -5.2
- total charge = +1

The geometry in XYZ format:
```
18
Properties=species:S:1:pos:R:3:nbo_charge:R:1
H 2.327 0.146 -1.990 0.22
H 0.298 -2.696 -0.022 0.22
C 2.112 1.059 -1.410 -0.78
N -2.024 1.321 0.593 -0.84
H 0.987 0.936 -1.436 0.23
H 2.527 2.006 -1.857 0.27
H -1.666 0.491 2.480 0.21
C 0.311 -1.891 -0.704 -0.49
C -1.157 0.635 1.517 -0.07
H -0.309 -1.881 -1.624 0.28
N -0.166 -0.753 -0.071 0.07
H 1.275 -1.783 -1.128 0.27
I 2.732 0.374 0.507 0.11
H -1.384 -1.603 1.223 0.39
H -0.153 1.073 1.601 0.24
H -1.866 2.383 0.616 0.42
N -0.887 -0.763 0.881 -0.13
H -2.955 0.946 0.825 0.38
```


What is the E_HOMO in the second record?
-0.4936 hartree


Look up the lowest unoccupied orbital energy of the second one.
-3.7 eV